Formula: C2H7N3O
Source: OMol25
Level of theory: wB97M-V/def2-TZVPD

Geometry as XYZ:
```
13
Properties=species:S:1:pos:R:3:mulliken_charge:R:1
O -0.89 0.14 -1.34 -0.36
N 0.91 0.23 -0.05 0.48
N 0.33 0.68 0.86 -0.61
N -1.41 0.66 -0.19 -0.24
C -2.04 -0.38 0.57 -0.57
C 2.33 -0.07 -0.08 -0.72
H -0.55 0.93 -1.80 0.38
H 2.85 0.94 -0.09 0.26
H -1.37 -1.18 0.94 0.26
H -2.77 -0.82 -0.13 0.29
H -2.51 -0.03 1.51 0.27
H 2.66 -0.52 0.85 0.27
H 2.45 -0.56 -1.05 0.28
```

Computed properties:
spin multiplicity: 3
<S²>: 2.0085
ΔE to the lowest compared entry with this formula, charge and spin: 1.239 eV
LUMO level (spin up / spin down): 1.06 / -0.52 eV
HOMO level (spin up / spin down): -5.9 / -9.4 eV
HOMO-LUMO gap (spin up / spin down): 0.2541 / 0.3248 Eh
calculated total energy: -8698.193 eV